Density functional theory data (ωB97M-V/def2-TZVPD) for C51H46ClEuN6O4PS9 as an isolated structure at a distorted geometry.

Last column: Löwdin spin population.
Element x y z (Å)
Eu -0.07832 -0.23229 -0.76967  6.293
S -2.05515 -0.91531 -2.65716  -0.009
S -0.17319 0.96420 -5.54887  -0.049
S -0.85294 2.13938 -4.14109  -0.081
S 0.15373 2.05662 -2.38179  -0.127
Cl -2.42930 -1.13379 0.65602  -0.002
C -4.08884 -1.33857 0.20157  0.000
C -4.87839 -2.16893 0.97632  0.000
C -6.20873 -2.35595 0.64014  0.000
C -6.73997 -1.69226 -0.45691  0.000
C -5.94197 -0.86294 -1.22464  0.000
C -4.59861 -0.66174 -0.91004  0.000
P -3.48391 0.30290 -1.98139  0.000
C -4.51199 0.85251 -3.38055  0.000
C -5.47391 1.84437 -3.19202  0.000
C -6.22879 2.28783 -4.26503  0.000
C -6.03017 1.75261 -5.53111  0.000
C -5.07220 0.76837 -5.72165  0.000
C -4.31168 0.32197 -4.65033  -0.001
C -3.13520 1.79396 -1.06961  0.000
C -3.37415 1.85692 0.40519  0.000
C -3.72011 3.24506 1.02058  0.001
C -3.46962 4.41353 0.12816  0.008
C -3.10446 4.25589 -1.17214  0.000
C -3.04057 2.98802 -1.79034  0.009
H -4.44466 -2.66298 1.83559  0.000
H -6.82560 -3.02055 1.22994  0.000
H -7.78092 -1.83104 -0.71959  0.000
H -6.36008 -0.35748 -2.08457  0.000
H -5.62177 2.27129 -2.20763  0.000
H -6.96841 3.06515 -4.11793  0.000
H -6.60740 2.11940 -6.37083  0.000
H -4.90621 0.35266 -6.70741  0.000
H -3.54864 -0.43165 -4.79395  0.000
H -4.09935 1.10571 0.72193  0.000
H -4.71373 3.30044 1.47873  0.000
H -3.57975 5.39559 0.57405  0.000
H -2.90295 5.12803 -1.78387  0.000
H -2.91870 2.95861 -2.86105  0.001
O 4.98638 1.23971 -3.13532  0.000
C 5.05152 1.79092 -1.92071  0.000
C 6.10348 2.67058 -1.65423  0.000
C 6.23630 3.26029 -0.41337  0.000
C 5.32940 2.97450 0.60216  0.000
C 4.28277 2.11006 0.34664  0.000
C 4.11110 1.52345 -0.90853  0.000
C 2.91955 0.67320 -1.13826  0.001
O 1.98689 0.67157 -0.24258  -0.009
N 2.88789 -0.02834 -2.23616  -0.001
N 1.77842 -0.85605 -2.35480  -0.008
C 1.72107 -1.48054 -3.47361  -0.001
S 0.62556 -2.82479 -3.68622  0.001
C 0.73431 -2.76657 -5.49839  0.000
C 2.17784 -2.49766 -5.86998  0.000
S 2.83266 -1.18247 -4.79004  -0.001
H 4.18749 0.65404 -3.15323  0.000
H 6.80740 2.87186 -2.45140  0.000
H 7.05225 3.94957 -0.23406  0.000
H 5.42841 3.42784 1.58039  0.000
H 3.57574 1.86745 1.12776  0.000
H 0.08367 -1.96208 -5.83031  -0.001
H 0.38732 -3.72462 -5.88300  0.000
H 2.25630 -2.14334 -6.89767  0.000
H 2.80543 -3.37703 -5.73044  0.000
O 6.27534 -5.55213 -0.37889  0.000
C 5.22690 -5.95281 0.38999  0.000
O 5.38800 -6.87685 1.14679  0.000
C 3.96301 -5.21313 0.22335  0.000
C 2.77037 -5.82023 0.63588  0.000
C 1.55556 -5.19907 0.46336  -0.001
C 1.47229 -3.90792 -0.09698  -0.001
S -0.05918 -3.15508 -0.33963  -0.010
C 2.68344 -3.27620 -0.44137  0.000
C 3.89373 -3.92300 -0.31411  0.000
H 5.98551 -4.87045 -0.99471  0.000
H 2.83725 -6.80263 1.08680  0.000
H 0.63877 -5.69276 0.75824  0.000
H 2.64730 -2.26426 -0.81716  0.000
H 4.79594 -3.38077 -0.58528  0.000
C -3.61458 3.90612 4.16759  0.000
C -3.04017 2.66928 3.48068  0.000
C -2.58948 2.95895 2.05885  0.001
N -2.18354 1.73134 1.33656  0.000
N -0.90447 1.79421 0.76515  -0.007
C -0.27130 2.87826 1.05357  0.000
N 1.03672 3.10813 0.83129  0.000
S -1.14601 4.08023 2.03377  0.000
H -3.91801 3.67695 5.18940  0.000
H -4.48151 4.28829 3.62666  0.000
H -2.86260 4.69746 4.19954  0.000
H -3.78543 1.86982 3.43469  0.000
H -2.18387 2.29472 4.04779  0.000
H 1.52592 2.42561 0.26042  0.000
H 1.35600 4.05988 0.80533  0.000
N 0.46625 -0.68089 1.60254  -0.007
S 1.99316 -0.65995 2.00041  0.000
C 2.20149 0.62710 3.27324  0.000
C 1.11050 1.38711 3.65008  0.000
C 1.27147 2.39858 4.58563  0.000
C 2.52641 2.64872 5.12164  0.000
C 3.62188 1.89109 4.72500  0.000
C 3.46173 0.87551 3.79636  0.000
C 2.22220 -2.03707 3.15917  0.000
C 1.33067 -2.25458 4.19884  0.000
C 1.46266 -3.38781 4.98296  0.000
C 2.48005 -4.29965 4.72779  0.000
C 3.37680 -4.06914 3.69640  0.000
C 3.25261 -2.92924 2.91449  0.000
H -0.11955 -0.97427 2.37589  0.000
H 0.14784 1.18903 3.18928  0.000
H 0.42071 2.99989 4.87869  0.000
H 2.65515 3.44349 5.84562  0.000
H 4.60115 2.10242 5.13527  0.000
H 4.31012 0.28147 3.47364  0.000
H 0.53344 -1.54493 4.39163  0.000
H 0.76559 -3.56043 5.79309  0.000
H 2.57179 -5.18968 5.33670  0.000
H 4.16479 -4.78159 3.48802  0.000
H 3.93668 -2.74427 2.09839  0.000

Values from the calculation:
2S+1: 7
Gap between HOMO and LUMO (spin up / spin down): 3.615 / 3.999 eV
Net charge: -1
Strongest force on any atom: 3.447 eV/A
<S²>: 12.2226
HOMO (spin up / spin down): -2.3 / -2.6 eV
Lowest unoccupied orbital energy (spin up / spin down): 0.049 / 0.051 hartree